A 2-piece molecular cluster, Br2H4Si2 overall in a non-equilibrium geometry, computed with ωB97M-V/def2-TZVPD.

Each line ends with the Löwdin charge.
Cartesian coordinates (Å):
Si1 -1.671496 0.374221 0.241776  0.59
Si2 1.648206 -0.179200 -0.291249  -0.21
Br1 1.515942 -2.265607 0.603757  0.12
Br2 2.571225 -0.333031 -2.385227  0.15
H1 -2.618101 0.777379 -0.752452  -0.18
H2 -2.375330 -0.685924 0.846781  -0.18
H3 -1.285487 1.534622 1.165268  -0.14
H4 2.215041 0.777540 0.571346  -0.15

Forces on atoms 1 to 3 (eV/Å):
3.031 1.427 0.054
-3.257 -1.698 -1.395
0.489 0.712 -0.206

Summary:
frontier orbital gap = 6.840 eV
charge = 0
E_LUMO = -1.3245 eV
HOMO level = -8.16 eV


A 2-piece molecular cluster, Br2H4Si2 overall in a non-equilibrium geometry, computed with ωB97M-V/def2-TZVPD.

Each line ends with the Löwdin charge.
Cartesian coordinates (Å):
Si1 1.799819 -0.166210 -0.353129  0.13
Si2 -4.843732 0.279038 -1.005147  0.10
Br1 -3.722200 -0.765104 0.608699  0.04
Br2 0.426931 -1.704988 0.460707  0.15
H1 0.682510 0.843244 -0.713985  -0.10
H2 2.719779 0.335751 0.876305  -0.07
H3 2.656884 -0.567370 -1.530041  -0.11
H4 -3.671629 0.008874 -2.048871  -0.15

Forces on atoms 1 to 3 (eV/Å):
0.009 1.441 1.009
1.652 -0.621 -0.683
-0.342 0.042 0.463

Summary:
frontier orbital gap (alpha / beta) = 7.733 / 7.594 eV
charge = 0
E_LUMO (alpha / beta) = 0.5749 / -2.8366 eV
HOMO level (alpha / beta) = -7.16 / -10.43 eV
<S²> = 2.0049
2S+1 = 3


Br3HOSi as an isolated structure in a non-equilibrium geometry, computed with ωB97M-V/def2-TZVPD.

Each line ends with the Löwdin charge.
Cartesian coordinates (Å):
O1 -1.686577 1.376440 -0.344761  -0.61
Si1 1.041778 -0.912981 1.262071  -0.23
Br1 2.313032 0.870946 0.451789  0.01
Br2 -1.126568 -0.314714 -0.604359  0.68
Br3 1.880185 -2.662464 0.172279  0.10
H1 -2.421851 1.642774 -0.937017  0.04

Forces on atoms 1 to 3 (eV/Å):
-0.127 0.778 0.253
0.361 0.979 0.601
-0.308 -0.553 0.154

Summary:
frontier orbital gap = 7.876 eV
charge = 0
E_LUMO = -1.1153 eV
HOMO level = -8.99 eV


BrCaI2O4P as an isolated structure in a non-equilibrium geometry, computed with ωB97M-V/def2-TZVPD.

Each line ends with the Löwdin charge.
Cartesian coordinates (Å):
Ca1 -24.788380 -10.224530 12.740980  0.25
P1 -25.688740 -13.393230 14.075690  -0.38
O1 -25.639340 -14.773850 13.663870  -0.37
O2 -27.084660 -12.837170 14.176160  -0.44
O3 -24.612560 -12.361860 13.805090  -0.56
O4 -25.498470 -13.599560 15.499770  -0.20
Br1 -24.659030 -11.854590 10.493110  -0.48
I1 -25.572990 -7.804160 11.351060  -0.43
I2 -21.968650 -10.153120 13.332890  -0.39

Forces on atoms 1 to 3 (eV/Å):
-0.090 -2.623 0.319
-2.140 3.036 -2.579
0.676 -4.689 -3.861

Summary:
frontier orbital gap (alpha / beta) = 4.327 / 3.849 eV
charge = -3
E_LUMO (alpha / beta) = 6.4564 / 6.4566 eV
HOMO level (alpha / beta) = 2.13 / 2.61 eV
<S²> = 0.7566
2S+1 = 2